Entry 1:
Molecular formula: C3H2AgNaO2
Method: DFT, wB97M-V/def2-TZVPD

CARTESIAN COORDINATES (ANGSTROEM)
C 0.61735 -0.42338 0.29362
Na 2.65019 0.94444 -0.36376
O 1.79714 -1.14749 -0.30141
C 0.71570 -1.59709 -1.11812
H 0.36773 -2.61968 -0.91140
H 1.05306 -1.55901 -2.16695
Ag -1.96213 0.37822 1.22006
O -1.35554 0.21592 -1.05269
C -0.10680 -0.05575 -0.83543

HOMO-LUMO gap (spin up / spin down)	4.81 / 4.80	eV
lowest unoccupied orbital energy (spin up / spin down)	-0.93 / -0.93	eV
energy relative to the best compared isomer or geometry (same formula, charge and spin)	2.844	eV
calculated total energy	-575.0157	Eh

Atom-resolved charges from Löwdin, all expressed in e: number 1, C, carries -0.174; number 2, Na, carries 0.653; number 3, O, carries -0.299; number 4, C, carries -0.173; number 5, H, carries 0.107; number 6, H, carries 0.088; number 7, Ag, carries 0.581; number 8, O, carries -0.264; number 9, C, carries -0.519



Entry 2:
Molecular formula: C3H2AlFLiO2
Method: DFT, wB97M-V/def2-TZVPD

CARTESIAN COORDINATES (ANGSTROEM)
O -1.41339 0.74579 -0.86233
C -0.38344 0.30898 -0.19654
O -0.33742 -0.88438 0.10583
Li -2.43525 -0.85054 0.06964
Al -1.50321 2.56240 -0.79366
C 1.38471 0.61549 -1.86782
C 0.82955 1.19374 -0.79110
H 1.90604 1.22337 -2.60823
H 1.75931 -0.39962 -1.73165
F 0.36403 2.49282 -0.92072

HOMO-LUMO gap (spin up / spin down)	8.97 / 4.78	eV
lowest unoccupied orbital energy (spin up / spin down)	-17.63 / -19.81	eV
charge	+3
calculated total energy	-614.4024	Eh

Atom-resolved charges from Löwdin, all expressed in e: number 1, O, carries -0.061; number 2, C, carries -0.429; number 3, O, carries 0.214; number 4, Li, carries 0.912; number 5, Al, carries 1.350; number 6, C, carries 0.440; number 7, C, carries 0.071; number 8, H, carries 0.185; number 9, H, carries 0.186; number 10, F, carries 0.133



Entry 3:
Molecular formula: C3H2BeLi2O3
Method: DFT, wB97M-V/def2-TZVPD

CARTESIAN COORDINATES (ANGSTROEM)
C 1.59625 0.35757 0.01180
C 0.41184 0.99992 -0.06769
O 2.60610 -0.21962 0.14078
H 0.13942 1.43762 -1.01990
H 0.10948 1.59715 0.78345
Be 1.13856 -2.09823 1.58457
Li 2.77405 -1.72124 1.00175
O -1.21533 -0.00407 0.01912
C -1.84166 -0.64619 -0.78890
O -2.63613 -0.56929 -1.63410
Li -3.08259 0.86637 -0.03087

HOMO-LUMO gap (spin up / spin down)	5.27 / 7.68	eV
lowest unoccupied orbital energy (spin up / spin down)	-4.20 / -4.21	eV
charge	+1
calculated total energy	-370.6043	Eh
2S+1	2

Atom-resolved charges from Löwdin, all expressed in e: number 1, C, carries -0.269; number 2, C, carries -0.040; number 3, O, carries -0.065; number 4, H, carries 0.115; number 5, H, carries 0.109; number 6, Be, carries 0.603; number 7, Li, carries 0.441; number 8, O, carries -0.165; number 9, C, carries -0.608; number 10, O, carries 0.063; number 11, Li, carries 0.817



Entry 4:
Molecular formula: C3H2Br2Cl2
Method: DFT, wB97M-V/def2-TZVPD

CARTESIAN COORDINATES (ANGSTROEM)
C 0.79591 0.73017 -0.70941
C 0.91942 -0.60755 -0.90701
C -1.02419 0.11543 1.55384
Cl 1.99435 -1.61756 -0.07596
Cl -0.13436 -1.36419 -2.03457
Br -2.19303 -1.36538 1.92232
Br -1.84019 1.69715 1.17176
H 1.51195 1.09062 0.02748
H -0.02986 1.32132 -0.94844

HOMO-LUMO gap (spin up / spin down)	8.91 / 7.36	eV
lowest unoccupied orbital energy (spin up / spin down)	0.50 / -2.20	eV
energy relative to the best compared isomer or geometry (same formula, charge and spin)	0.000	eV
calculated total energy	-6183.7419	Eh
2S+1	3

Atom-resolved charges from Löwdin, all expressed in e: number 1, C, carries -0.146; number 2, C, carries -1.274; number 3, C, carries -1.072; number 4, Cl, carries 0.653; number 5, Cl, carries 0.618; number 6, Br, carries 0.528; number 7, Br, carries 0.628; number 8, H, carries 0.066; number 9, H, carries -0.001



Entry 5:
Molecular formula: C3H2Br2N2
Method: DFT, wB97M-V/def2-TZVPD

CARTESIAN COORDINATES (ANGSTROEM)
Br -2.02237 0.40218 2.36581
C -1.04792 0.33362 0.82869
N -1.28057 0.64702 -0.38746
C -0.29380 0.35924 -1.21992
N 0.78744 -0.24015 -0.63281
C 0.67612 -0.44428 0.67010
Br 1.92483 -1.13774 1.82495
H -0.34781 0.55803 -2.26738
H 1.60409 -0.47793 -1.18198

HOMO-LUMO gap	8.06	eV
lowest unoccupied orbital energy	0.56	eV
SMILES	Brc1nc[nH]c1Br
energy relative to the best compared isomer or geometry (same formula, charge and spin)	2.714	eV
calculated total energy	-5372.9589	Eh

Atom-resolved charges from Löwdin, all expressed in e: number 1, Br, carries 0.746; number 2, C, carries -0.760; number 3, N, carries -0.019; number 4, C, carries -0.223; number 5, N, carries -0.036; number 6, C, carries -0.698; number 7, Br, carries 0.732; number 8, H, carries 0.104; number 9, H, carries 0.154



Entry 6:
Molecular formula: C3H2Br2N2O2S2
Method: DFT, wB97M-V/def2-TZVPD

CARTESIAN COORDINATES (ANGSTROEM)
C -1.21729 -0.67373 0.50763
C -2.54481 0.26373 -0.94272
C -0.40217 0.36326 0.19640
N -2.35620 -0.73575 -0.11086
N 2.11757 -0.30444 -0.56822
O 1.54287 2.03604 0.40836
O 1.59395 -0.06938 1.93512
S -1.14641 1.32291 -1.01427
S 1.26653 0.64307 0.72913
Br 1.81657 -2.14569 -0.27410
Br 3.81399 0.19741 -0.47852
H -1.15395 -1.49175 1.19750
H -3.33062 0.59432 -1.58547

HOMO-LUMO gap	8.96	eV
lowest unoccupied orbital energy	-0.76	eV
calculated total energy	-6319.7928	Eh

Atom-resolved charges from Löwdin, all expressed in e: number 1, C, carries -0.288; number 2, C, carries -0.366; number 3, C, carries -0.634; number 4, N, carries -0.006; number 5, N, carries -1.173; number 6, O, carries -0.348; number 7, O, carries -0.338; number 8, S, carries 1.070; number 9, S, carries 0.490; number 10, Br, carries 0.675; number 11, Br, carries 0.729; number 12, H, carries 0.124; number 13, H, carries 0.065



Entry 7:
Molecular formula: C3H2Br3F
Method: DFT, wB97M-V/def2-TZVPD

CARTESIAN COORDINATES (ANGSTROEM)
C -0.71644 -0.00092 1.29364
C -1.53967 0.67038 0.55412
C -3.08585 -0.51504 -0.42317
F -2.75431 -0.59165 -1.67806
Br -2.06751 2.39065 0.24428
Br -3.12796 -2.08014 0.61228
Br -4.65474 0.54846 -0.28492
H 0.12365 0.33398 1.69326
H -0.78064 -1.01706 1.34261

HOMO-LUMO gap	9.54	eV
lowest unoccupied orbital energy	0.27	eV
energy relative to the best compared isomer or geometry (same formula, charge and spin)	2.420	eV
calculated total energy	-7937.2846	Eh

Atom-resolved charges from Löwdin, all expressed in e: number 1, C, carries -0.080; number 2, C, carries -0.698; number 3, C, carries -1.315; number 4, F, carries -0.056; number 5, Br, carries 0.731; number 6, Br, carries 0.744; number 7, Br, carries 0.661; number 8, H, carries 0.022; number 9, H, carries -0.010



Entry 8:
Molecular formula: C3H2BrCl2O2
Method: DFT, wB97M-V/def2-TZVPD

CARTESIAN COORDINATES (ANGSTROEM)
C -0.17224 1.50304 0.41763
C 1.39157 -1.46394 -0.71806
C -1.09273 0.36951 0.56149
O -0.82802 2.57859 0.48559
O 0.97712 1.23366 0.09746
Cl -1.25767 -0.04823 2.26714
Cl -2.61839 0.24354 -0.26170
Br 0.59026 -1.43639 -2.35019
H 1.39911 -2.42693 -0.23585
H 1.61099 -0.55283 -0.26351

HOMO-LUMO gap (spin up / spin down)	7.11 / 8.19	eV
lowest unoccupied orbital energy (spin up / spin down)	3.15 / 3.13	eV
charge	-1
calculated total energy	-3760.3401	Eh
2S+1	3

Atom-resolved charges from Löwdin, all expressed in e: number 1, C, carries -0.908; number 2, C, carries -0.550; number 3, C, carries -1.005; number 4, O, carries -0.066; number 5, O, carries -0.049; number 6, Cl, carries 0.532; number 7, Cl, carries 0.542; number 8, Br, carries 0.601; number 9, H, carries -0.024; number 10, H, carries -0.072



Entry 9:
Molecular formula: C3H2CeO3
Method: DFT, wB97M-V/def2-TZVPD

CARTESIAN COORDINATES (ANGSTROEM)
C -0.55751 0.56411 0.15182
C 0.73453 0.13056 0.13879
O 1.14979 -0.46068 -1.15164
C 1.21752 -1.65969 -1.16131
O 1.23165 -2.78325 -1.35490
O -1.05078 1.21359 1.13254
H -1.19360 0.29705 -0.70806
H 1.56738 0.32585 0.80674
Ce -3.09898 2.37246 2.14601

HOMO-LUMO gap (spin up / spin down)	6.78 / 7.41	eV
lowest unoccupied orbital energy (spin up / spin down)	-8.61 / -8.69	eV
charge	+2
energy relative to the best compared isomer or geometry (same formula, charge and spin)	0.881	eV
calculated total energy	-815.5846	Eh
2S+1	3

Atom-resolved charges from Löwdin, all expressed in e: number 1, C, carries -0.287; number 2, C, carries 0.024; number 3, O, carries 0.209; number 4, C, carries -0.136; number 5, O, carries 0.417; number 6, O, carries -0.314; number 7, H, carries 0.145; number 8, H, carries 0.146; number 9, Ce, carries 1.796



Entry 10:
Molecular formula: C3H2Cl2N2O
Method: DFT, wB97M-V/def2-TZVPD

CARTESIAN COORDINATES (ANGSTROEM)
N -2.38242 0.76578 1.83906
C -1.39079 0.47376 1.01205
N -1.44769 0.55992 -0.29206
C -0.18704 0.10900 -0.71652
Cl 0.36135 0.19351 -2.31641
C 0.54828 -0.19751 0.36893
Cl 2.00264 -1.04363 0.47106
O -0.21692 0.11213 1.51552
H -3.26059 1.16783 1.59726
H -2.20377 0.79583 2.83370

HOMO-LUMO gap	8.97	eV
lowest unoccupied orbital energy	0.67	eV
SMILES	Nc1nc(Cl)c(Cl)o1
energy relative to the best compared isomer or geometry (same formula, charge and spin)	0.000	eV
calculated total energy	-1220.6465	Eh

Atom-resolved charges from Löwdin, all expressed in e: number 1, N, carries 0.186; number 2, C, carries -0.513; number 3, N, carries 0.120; number 4, C, carries -0.787; number 5, Cl, carries 0.713; number 6, C, carries -0.758; number 7, Cl, carries 0.738; number 8, O, carries 0.071; number 9, H, carries 0.111; number 10, H, carries 0.118



Entry 11:
Molecular formula: C3H2Cl2N2O
Method: DFT, wB97M-V/def2-TZVPD

CARTESIAN COORDINATES (ANGSTROEM)
O -2.33763 -0.53862 -0.59207
C -1.18965 -0.30667 -0.60188
N -0.32496 -0.36945 -1.73283
N 0.83259 -0.11384 -1.42685
C 1.08201 0.14738 -0.03694
C -0.28601 0.07384 0.67085
Cl -0.35570 -1.25137 1.85111
Cl -0.81790 1.67623 1.28460
H 1.67795 1.18972 0.13296
H 1.71930 -0.50721 0.45104

HOMO-LUMO gap	8.82	eV
lowest unoccupied orbital energy	-1.11	eV
SMILES	O=C1N=NCC1(Cl)Cl
energy relative to the best compared isomer or geometry (same formula, charge and spin)	1.632	eV
calculated total energy	-1220.5866	Eh

Atom-resolved charges from Löwdin, all expressed in e: number 1, O, carries 0.159; number 2, C, carries -0.506; number 3, N, carries 0.112; number 4, N, carries 0.050; number 5, C, carries -0.269; number 6, C, carries -1.094; number 7, Cl, carries 0.668; number 8, Cl, carries 0.638; number 9, H, carries 0.173; number 10, H, carries 0.069



Entry 12:
Molecular formula: C3H2Cl2O
Method: DFT, wB97M-V/def2-TZVPD

CARTESIAN COORDINATES (ANGSTROEM)
O -1.30226 -0.02819 -1.53369
C -1.56203 0.03777 -0.38858
Cl -1.44703 1.48633 0.53920
Cl -2.13783 -1.28925 0.55623
C 1.67513 0.53394 0.11192
C 1.52620 -0.63425 0.30892
H 1.84671 1.55512 -0.07148
H 1.40111 -1.66147 0.47747

HOMO-LUMO gap	11.39	eV
lowest unoccupied orbital energy	0.54	eV
SMILES	O=C(Cl)Cl.C#C
energy relative to the best compared isomer or geometry (same formula, charge and spin)	1.849	eV
calculated total energy	-1111.0586	Eh

Atom-resolved charges from Löwdin, all expressed in e: number 1, O, carries 0.001; number 2, C, carries -1.342; number 3, Cl, carries 0.666; number 4, Cl, carries 0.658; number 5, C, carries -0.019; number 6, C, carries -0.003; number 7, H, carries 0.020; number 8, H, carries 0.019



We obtain largest force on an atom values of 3.1 5.7 6.0 4.0 6.4 4.7 4.8 3.3 3.2 2.6 4.3 0.6 eV/Å for the records listed above, in that order.